Record 1
{"formula": "C18H23ClFN8O9Ru", "method": "ωB97M-V/def2-TZVPD", "spin_multiplicity": 2, "gap_ev": [7.019, 7.512], "charge": 2, "elements": ["Ru", "F", "C", "C", "C", "C", "O", "C", "C", "N", "C", "C", "C", "C", "C", "C", "N", "C", "C", "N", "C", "C", "C", "O", "O", "H", "H", "H", "H", "H", "H", "H", "H", "H", "H", "H", "H", "H", "H", "H", "H", "H", "H", "N", "N", "C", "N", "N", "N", "O", "O", "H", "H", "H", "H", "H", "O", "Cl", "O", "O", "O"], "xyz": [[-1.42059, 0.16383, -3.97927], [-1.45595, 2.27498, 2.28176], [-0.69590, 1.27914, 1.79138], [-0.97301, 0.78934, 0.55421], [-0.14045, -0.18232, -0.01563], [-0.41887, -0.68506, -1.33764], [-1.50180, -0.33286, -1.93621], [0.49115, -1.59386, -1.85780], [1.55726, -2.01483, -1.11299], [1.82751, -1.55898, 0.11631], [2.97577, -2.08175, 0.84038], [4.14068, -1.17987, 1.12221], [4.27026, -2.28868, 0.12357], [0.98053, -0.62534, 0.69867], [1.20720, -0.14513, 1.99450], [0.38134, 0.80433, 2.56462], [0.62240, 1.24879, 3.88011], [1.91589, 1.81949, 4.21471], [2.26501, 1.53913, 5.66626], [1.16250, 2.06513, 6.54545], [-0.15579, 1.44551, 6.16441], [-0.45010, 1.77347, 4.71057], [0.33852, -2.14489, -3.23347], [0.66205, -3.28595, -3.45190], [-0.12294, -1.32909, -4.16119], [-1.81413, 1.17519, -0.00562], [2.22872, -2.75916, -1.51762], [2.69649, -2.80758, 1.59350], [4.63859, -1.28171, 2.07727], [4.09807, -0.16840, 0.73844], [4.84251, -3.16430, 0.39302], [4.34153, -2.01594, -0.92094], [2.03197, -0.53488, 2.57435], [1.91358, 2.90949, 4.05105], [2.69351, 1.39822, 3.58331], [3.20067, 2.02111, 5.94194], [2.34347, 0.46965, 5.85068], [1.09749, 3.07975, 6.43366], [1.37091, 1.88377, 7.52783], [-0.93637, 1.82612, 6.81935], [-0.06200, 0.37048, 6.30007], [-0.57051, 2.85962, 4.59457], [-1.39294, 1.30347, 4.44842], [-2.81221, -2.18529, -3.76041], [-4.04315, -2.15616, -4.40384], [-4.34645, -1.07460, -5.14102], [-5.49185, -0.99943, -5.79184], [-3.39797, -0.13709, -5.12126], [-3.45099, 0.99398, -5.84058], [-2.47347, 1.71931, -5.57704], [-4.31724, 1.24772, -6.63634], [-2.20973, -2.90291, -4.15420], [-2.92664, -2.31619, -2.76223], [-4.67109, -2.94174, -4.34111], [-6.17620, -1.73648, -5.75357], [-5.65071, -0.19844, -6.38543], [1.06095, 1.16816, -2.53149], [0.40415, 2.11051, -3.39122], [-1.02354, 2.19772, -2.96666], [1.02454, 3.37087, -3.36994], [0.31740, 1.52063, -4.73816]], "nbo_charge": [1.49, -0.31, 0.34, -0.20, -0.07, 0.51, -0.64, -0.31, 0.19, -0.30, -0.09, -0.42, -0.40, 0.19, -0.28, 0.21, -0.47, -0.24, -0.23, -0.49, -0.23, -0.24, 0.77, -0.56, -0.63, 0.27, 0.26, 0.23, 0.23, 0.24, 0.25, 0.24, 0.24, 0.20, 0.25, 0.25, 0.23, 0.44, 0.45, 0.25, 0.23, 0.20, 0.26, -0.63, -0.41, 0.65, -0.74, -0.54, 0.64, -0.39, -0.34, 0.40, 0.39, 0.41, 0.43, 0.46, -0.83, 2.52, -0.81, -0.72, -0.78]}


Record 2
{"formula": "H32O16", "method": "ωB97M-V/def2-TZVPD", "spin_multiplicity": 1, "gap_ev": 9.604, "charge": 0, "elements": ["O", "H", "H", "O", "H", "H", "O", "H", "H", "O", "H", "H", "O", "H", "H", "O", "H", "H", "O", "H", "H", "O", "H", "H", "O", "H", "H", "O", "H", "H", "O", "H", "H", "O", "H", "H", "O", "H", "H", "O", "H", "H", "O", "H", "H", "O", "H", "H"], "xyz": [[-1.16279, -1.54975, 2.47486], [-1.96110, -1.31891, 2.91168], [-0.50623, -0.89595, 2.67549], [1.28546, -2.88585, 0.86246], [1.30502, -1.96487, 1.01841], [0.37536, -3.15784, 1.05540], [0.76985, -2.51839, -2.17908], [1.05905, -2.84676, -3.01458], [0.85071, -3.22687, -1.53049], [-0.98780, 2.30811, -2.01468], [-0.55915, 3.13017, -2.34210], [-0.27112, 1.69106, -2.20988], [-1.49062, -2.30636, -0.74706], [-0.83210, -2.67808, -1.31324], [-1.62361, -2.88032, -0.03277], [0.79082, 0.30529, 2.52336], [0.83953, 1.05519, 3.08600], [1.70869, 0.23070, 2.28343], [-1.43041, 3.55388, 0.68026], [-1.73265, 3.53798, 1.58105], [-0.74029, 2.90436, 0.75822], [3.04964, -1.01553, -1.53979], [2.24669, -1.47324, -1.80570], [3.69290, -1.73661, -1.31799], [1.31434, 2.68016, 0.49071], [1.39677, 2.37652, -0.40204], [1.82291, 2.05610, 0.98421], [0.08239, -0.12099, -3.27597], [0.22927, -0.98547, -2.84985], [0.01787, -0.38993, -4.22325], [-4.03982, -1.33239, 0.78421], [-3.28437, -0.86018, 0.42481], [-3.91917, -1.00228, 1.71803], [3.21597, -0.06589, 0.99095], [3.05748, -0.47066, 0.11778], [3.77668, 0.63663, 0.68496], [-2.44790, 0.71979, 0.03715], [-1.75984, 1.10500, -0.45122], [-3.18602, 1.29532, 0.19312], [-2.05450, 1.58161, 3.11424], [-2.94034, 1.55310, 3.48997], [-2.22785, 1.19858, 2.25478], [1.95000, 1.78294, -1.83694], [1.85325, 0.85488, -1.68427], [2.72303, 1.86143, -2.37694], [0.17402, -0.10293, -0.21429], [0.04705, 0.04678, 0.74398], [-0.47707, -0.67954, -0.57739]], "nbo_charge": [-0.98, 0.47, 0.50, -0.96, 0.48, 0.48, -0.97, 0.49, 0.52, -0.96, 0.47, 0.49, -0.94, 0.47, 0.48, -0.98, 0.49, 0.51, -0.95, 0.46, 0.49, -0.98, 0.50, 0.49, -0.97, 0.49, 0.45, -0.96, 0.48, 0.47, -0.95, 0.50, 0.44, -0.99, 0.50, 0.47, -0.99, 0.52, 0.49, -0.96, 0.47, 0.48, -0.96, 0.50, 0.48, -1.03, 0.50, 0.50]}


Record 3
{"formula": "C20H21Br2Cl3N3O6TeTi", "method": "ωB97M-V/def2-TZVPD", "spin_multiplicity": 3, "gap_ev": [5.931, 6.747], "charge": -1, "elements": ["Ti", "O", "C", "C", "N", "C", "C", "O", "O", "C", "C", "O", "O", "H", "H", "H", "H", "H", "H", "H", "H", "H", "C", "C", "C", "C", "C", "C", "Br", "C", "C", "Br", "C", "O", "C", "N", "H", "H", "H", "H", "H", "H", "C", "Te", "C", "H", "H", "H", "H", "H", "H", "Cl", "C", "Cl", "Cl", "C", "N"], "xyz": [[0.27635, -1.17198, 0.09012], [-1.12105, 0.82032, 0.42282], [-2.05655, 0.68682, 1.48142], [-1.59675, -0.47638, 2.36882], [-1.31885, -1.64408, 1.53682], [-2.50375, -2.05388, 0.77912], [-2.40655, -1.33578, -0.58768], [-3.36265, -0.73478, -1.04638], [-1.24285, -1.39348, -1.10088], [-0.74775, -2.77058, 2.26422], [-0.07415, -3.70638, 1.19972], [-0.06845, -4.90348, 1.38622], [0.37735, -3.08748, 0.17982], [-1.57165, 1.10882, -0.39578], [-2.07565, 1.61832, 2.06742], [-3.06245, 0.49752, 1.09092], [-0.66335, -0.18108, 2.86312], [-2.36385, -0.69468, 3.13242], [-2.47915, -3.13128, 0.57822], [-3.43965, -1.80978, 1.30392], [0.03535, -2.42298, 2.94192], [-1.49975, -3.33688, 2.83282], [0.93995, 2.87192, -1.35088], [1.32765, 2.64632, 0.07602], [1.59065, 3.74462, 0.90112], [2.04305, 3.55692, 2.18982], [2.21995, 2.24372, 2.65812], [2.74495, 1.89082, 3.91562], [3.25335, 3.25902, 5.14612], [2.90165, 0.57772, 4.30822], [2.47675, -0.43048, 3.46192], [2.64915, -2.25868, 3.98562], [1.89175, -0.16708, 2.21422], [1.40655, -1.09708, 1.44622], [1.82485, 1.19502, 1.78062], [1.39685, 1.39312, 0.51852], [1.64985, 3.54012, -1.83788], [-0.04465, 3.33882, -1.40428], [0.92915, 1.92182, -1.88408], [1.44525, 4.74392, 0.51522], [2.27045, 4.39842, 2.82872], [3.32355, 0.33462, 5.27022], [-1.29805, 1.86792, -4.75718], [-1.28045, 0.45562, -3.08248], [-2.56785, -0.90418, -4.16378], [-0.83665, 1.42402, -5.62958], [-0.72695, 2.74242, -4.47358], [-2.30155, 2.18482, -5.01558], [-3.50905, -0.42108, -4.40358], [-2.74895, -1.75678, -3.52228], [-2.08125, -1.23498, -5.07648], [3.91125, -1.25138, -4.11898], [1.88505, -2.24478, -3.59078], [0.83815, -1.71428, -4.85898], [2.33135, -3.90718, -3.70258], [1.60585, -1.72538, -2.36398], [1.50445, -1.09508, -1.36858]], "nbo_charge": [1.54, -0.74, -0.09, -0.23, -0.47, -0.35, 0.81, -0.66, -0.78, -0.35, 0.79, -0.64, -0.73, 0.52, 0.18, 0.20, 0.22, 0.19, 0.25, 0.20, 0.24, 0.20, -0.66, 0.25, -0.24, -0.14, -0.13, -0.07, 0.02, -0.25, -0.16, 0.07, 0.39, -0.74, 0.10, -0.39, 0.23, 0.22, 0.25, 0.21, 0.23, 0.24, -0.91, 0.49, -0.85, 0.21, 0.21, 0.20, 0.21, 0.23, 0.21, -0.52, -0.21, 0.04, 0.06, 0.39, -0.52]}


Record 4
{"formula": "C53H49N5O2SYb", "method": "ωB97M-V/def2-TZVPD", "spin_multiplicity": 2, "gap_ev": [5.011, 5.967], "charge": 1, "elements": ["Yb", "C", "N", "C", "C", "C", "C", "C", "C", "N", "C", "C", "C", "C", "C", "C", "N", "C", "C", "C", "C", "C", "N", "H", "H", "H", "H", "H", "H", "H", "H", "H", "H", "H", "H", "H", "H", "H", "H", "H", "H", "O", "C", "C", "C", "C", "C", "C", "C", "C", "N", "H", "H", "H", "H", "H", "H", "H", "H", "H", "H", "H", "O", "S", "C", "C", "C", "C", "C", "C", "C", "C", "C", "C", "C", "C", "H", "H", "H", "H", "H", "H", "H", "H", "H", "H", "C", "C", "C", "C", "C", "C", "C", "C", "C", "C", "C", "C", "C", "C", "C", "H", "H", "H", "H", "H", "H", "H", "H", "H", "H"], "xyz": [[-0.72443, 0.89057, -0.70334], [-0.73929, 0.80937, -3.98713], [0.14962, 1.46316, -3.03338], [1.56297, 1.06614, -3.23720], [2.36296, 1.36129, -2.00786], [3.35906, 2.29463, -1.93349], [4.03126, 2.55769, -0.73597], [3.70997, 1.75069, 0.37828], [2.76860, 0.77653, 0.26986], [2.00934, 0.61986, -0.87905], [0.03570, 2.92828, -3.09885], [0.54621, 3.57419, -1.83900], [1.33395, 4.71280, -1.91505], [1.72439, 5.36137, -0.76187], [1.26363, 4.85651, 0.45210], [0.47378, 3.73520, 0.44710], [0.09333, 3.06749, -0.66444], [-2.18468, 1.13883, -3.69411], [-3.13629, 1.07930, -4.70026], [-4.43234, 1.49310, -4.44154], [-4.72231, 1.97539, -3.17392], [-3.72619, 1.96254, -2.21851], [-2.47824, 1.52910, -2.44303], [-0.58359, -0.27067, -3.90539], [-0.50738, 1.09707, -5.02259], [1.99877, 1.58100, -4.10225], [1.57591, -0.00637, -3.43020], [3.62131, 2.84012, -2.83146], [4.80305, 3.31080, -0.68062], [4.25383, 1.85588, 1.30774], [2.59376, 0.04739, 1.04526], [-1.01447, 3.19787, -3.19673], [0.56654, 3.32724, -3.97305], [1.64499, 5.07057, -2.88811], [2.33760, 6.25083, -0.80254], [1.52141, 5.34061, 1.38399], [0.07733, 3.35233, 1.37840], [-2.85461, 0.72886, -5.68489], [-5.18910, 1.46258, -5.21342], [-5.70469, 2.35587, -2.93073], [-3.93716, 2.31335, -1.21686], [-2.08109, -1.18468, -1.34255], [-3.49617, -1.25878, -1.12223], [-3.84217, -1.76137, 0.27153], [-3.08740, -0.98471, 1.36046], [-3.44765, 0.47687, 1.42648], [-4.59470, 0.88086, 2.09866], [-4.88012, 2.22796, 2.23609], [-3.98756, 3.14197, 1.69318], [-2.89802, 2.66315, 0.99689], [-2.62023, 1.35887, 0.83898], [-1.72280, -2.07239, -1.23939], [-3.96129, -1.88549, -1.88732], [-3.87029, -0.24711, -1.24312], [-3.59783, -2.82324, 0.36074], [-4.92114, -1.66062, 0.41343], [-2.01525, -1.06638, 1.18755], [-3.30879, -1.43537, 2.32906], [-5.25169, 0.13257, 2.52427], [-5.76625, 2.55780, 2.76151], [-4.13970, 4.20715, 1.80193], [-2.21023, 3.35410, 0.52071], [-0.02839, 0.28411, 1.41781], [0.47551, 1.06598, 2.60466], [1.49958, -0.05910, 3.55895], [1.69387, -1.36452, 3.15115], [2.50486, -2.19121, 3.91705], [3.10872, -1.70331, 5.06683], [2.91644, -0.38267, 5.45533], [2.11423, 0.45000, 4.69460], [-0.89405, 1.08935, 3.77814], [-1.36124, 2.31829, 4.21663], [-2.40840, 2.36711, 5.12668], [-2.98001, 1.19015, 5.58465], [-2.50750, -0.03773, 5.13448], [-1.45944, -0.09400, 4.23241], [1.23355, -1.72415, 2.23748], [2.66702, -3.21267, 3.60090], [3.74061, -2.35095, 5.66015], [3.39652, -0.00082, 6.34641], [1.96054, 1.48413, 4.98427], [-0.90160, 3.23296, 3.85854], [-2.77205, 3.32313, 5.48037], [-3.79108, 1.22716, 6.30024], [-2.95010, -0.95552, 5.50090], [-1.06809, -1.04597, 3.89452], [1.13808, -0.53352, -1.04862], [1.63928, -1.72232, -1.08516], [2.09391, -2.95121, -1.28190], [2.05552, -3.96575, -0.19780], [3.15162, -4.79430, 0.05023], [3.11505, -5.73286, 1.06900], [1.97759, -5.87495, 1.85326], [0.87606, -5.06864, 1.60676], [0.91850, -4.12044, 0.59490], [2.65149, -3.33310, -2.60455], [2.48091, -4.62174, -3.11379], [3.01028, -4.97337, -4.34599], [3.71900, -4.04585, -5.09564], [3.89527, -2.76120, -4.60176], [3.36958, -2.41136, -3.36802], [4.03847, -4.69933, -0.56355], [3.97734, -6.36266, 1.24790], [1.95008, -6.61321, 2.64470], [-0.02544, -5.18744, 2.19705], [0.04954, -3.50375, 0.39001], [1.92667, -5.35424, -2.53998], [2.86959, -5.97826, -4.72380], [4.14385, -4.32616, -6.05075], [4.46044, -2.03476, -5.17258], [3.54368, -1.41986, -2.96575]], "lowdin_spin": [0.01, 0.00, 0.01, 0.02, 0.14, 0.02, 0.25, 0.04, 0.13, 0.18, 0.01, 0.01, 0.00, 0.01, 0.02, 0.01, 0.03, 0.00, 0.00, 0.00, 0.00, 0.00, 0.00, 0.00, 0.00, 0.00, 0.00, 0.00, 0.02, 0.00, 0.01, 0.00, 0.00, 0.00, 0.00, 0.00, 0.00, 0.00, 0.00, 0.00, 0.00, 0.00, 0.00, 0.00, 0.00, 0.00, 0.00, 0.00, 0.00, 0.00, 0.00, 0.00, 0.00, 0.00, 0.00, 0.00, 0.00, 0.00, 0.00, 0.00, 0.00, 0.00, 0.00, 0.01, 0.00, 0.00, 0.00, 0.00, 0.00, 0.00, 0.00, 0.00, 0.00, 0.00, 0.00, 0.00, 0.00, 0.00, 0.00, 0.00, 0.00, 0.00, 0.00, 0.00, 0.00, 0.00, 0.02, 0.01, 0.00, 0.00, 0.00, 0.00, 0.00, 0.00, 0.00, 0.00, 0.00, 0.00, 0.00, 0.00, 0.00, 0.00, 0.00, 0.00, 0.00, 0.00, 0.00, 0.00, 0.00, 0.00, 0.00]}


The relative energy (zero: lowest compared OMol25 entry of this formula, charge and spin) results, record by record, are as follows: 271.1; 443.1; 260.7; 62.3 kJ/mol.